The following is a quantum chemistry calculation of a 2-piece molecular cluster, C13H21NO6S overall, from OMol25.

Each line ends with the Löwdin charge.
Atoms and positions in Å:
C -0.06113 1.79848 0.28365  -0.1182
O 0.02963 0.36939 0.72742  -0.2358
C 0.50796 -0.34677 -0.46523  -0.2146
C 0.48321 -1.98230 -0.35264  -0.1455
N 0.18171 -2.52747 1.02575  -0.0849
O 0.37572 -3.87822 0.89910  -0.1497
C 0.14702 -4.49109 2.21720  -0.2207
O -1.12104 -4.79642 2.56104  -0.0155
C 1.45379 -4.79463 3.19587  -0.0455
C 1.21246 -5.75319 4.53317  -0.0023
C 2.42184 -6.10807 5.59909  -0.0650
C 3.92083 -5.46446 5.32646  -0.0589
C 4.20336 -4.52187 3.97875  -0.0585
C 2.97757 -4.17741 2.90151  0.0088
H -1.18652 2.08395 0.00667  0.0966
H 0.25609 2.54891 1.14286  0.1093
H 0.56472 2.01699 -0.68644  0.0911
H -0.19055 -0.04948 -1.36102  0.1173
H 1.61545 -0.02655 -0.74229  0.1346
H 1.53258 -2.38473 -0.70315  0.1330
H -0.32334 -2.36970 -1.11740  0.1272
H -0.85365 -2.41687 1.21288  0.1420
H 0.14948 -6.23013 4.79288  0.1077
H 2.22411 -6.79931 6.53506  0.0872
H 4.83617 -5.63860 6.05752  0.0852
H 5.25887 -4.05650 3.71893  0.0824
H 3.11337 -3.52702 1.93470  0.0917
O -1.56206 3.93524 -1.77590  -0.2967
S -1.60327 3.97266 -3.22225  0.6219
O -0.47671 4.41519 -4.01316  -0.2844
O -2.92926 4.79643 -3.69421  -0.2660
C -3.12219 6.11481 -3.20180  -0.2779
C -2.22288 7.11051 -3.91098  -0.0775
C -2.10884 2.37722 -3.81689  -0.1193
H -2.97308 6.14992 -2.11665  0.1168
H -4.16715 6.37922 -3.39260  0.1238
H -1.17071 6.93045 -3.67299  0.0708
H -2.46573 8.13372 -3.61151  0.0811
H -2.32841 7.02211 -4.99704  0.0861
H -2.98593 2.05141 -3.25578  0.0764
H -1.28151 1.68245 -3.65806  0.0702
H -2.33197 2.45175 -4.88253  0.0759

Summary:
ΔE to the lowest compared entry with this formula, charge and spin = 1132.9 kJ/mol
HOMO energy = -8.9 eV
DFT total energy = -1411.82799 Eh
E_LUMO = -0.9 eV
structure (SMILES) = COCCNOC(=O)c1ccccc1.CCOS(C)(=O)=O
gap between HOMO and LUMO = 7.985 eV